{"formula": "C5H12N2O2Pd", "method": "ωB97M-V/def2-TZVPD", "s2": 6.0780, "e_lumo_ev": [-10.645, -12.784], "charge": 2, "multiplicity": 5, "homo_energy_ev": [-16.52, -19.45], "elements": ["Pd", "C", "H", "H", "H", "H", "H", "C", "C", "N", "O", "C", "C", "N", "O", "H", "H", "H", "H", "H", "H", "H"], "coordinates": [[1.129, -1.095, 0.299], [3.029, -1.845, -0.885], [2.061, -1.821, -1.555], [3.712, -1.094, -1.344], [3.245, -2.937, -0.762], [3.097, -1.479, 0.127], [2.085, -0.966, 1.732], [-2.353, 0.932, 1.341], [-1.136, 0.466, 0.671], [-0.328, -0.372, 1.311], [-0.732, -0.688, 2.611], [-0.717, 0.802, -0.650], [-1.442, 1.705, -1.577], [0.411, 0.230, -1.100], [0.939, 0.427, -2.221], [-2.387, 0.511, 2.347], [-3.251, 0.621, 0.788], [-2.371, 2.027, 1.397], [-0.090, -1.269, 2.967], [-0.830, 2.577, -1.865], [-1.715, 1.196, -2.517], [-2.358, 2.073, -1.114]]}

***

{"formula": "C33H40N4P2PbTe", "method": "ωB97M-V/def2-TZVPD", "relative_energy_kj_mol": 65.5, "e_lumo_ev": [-8.718, -9.710], "charge": 2, "multiplicity": 1, "homo_energy_ev": [-12.62, -12.62], "elements": ["Pb", "C", "C", "C", "C", "C", "C", "C", "C", "C", "H", "H", "H", "H", "H", "H", "H", "H", "H", "H", "H", "H", "H", "H", "H", "P", "P", "N", "N", "N", "N", "C", "C", "C", "C", "C", "C", "C", "C", "C", "C", "C", "C", "C", "C", "C", "C", "C", "C", "H", "H", "H", "H", "H", "H", "H", "H", "H", "H", "H", "H", "H", "H", "H", "H", "H", "H", "H", "H", "Te", "C", "C", "C", "C", "C", "C", "H", "H", "H", "H", "H"], "coordinates": [[0.152, 1.119, 2.314], [-2.073, 1.896, -5.597], [-2.160, 0.663, -5.089], [-1.389, -0.540, -5.549], [0.000, -0.245, -6.144], [0.854, 0.621, -5.256], [0.928, 1.951, -5.266], [0.206, 2.854, -6.233], [-1.191, 2.354, -6.713], [1.856, 1.124, 3.922], [-2.768, 2.674, -5.256], [-2.990, 0.436, -4.408], [-2.014, -1.032, -6.314], [-1.262, -1.261, -4.722], [0.510, -1.210, -6.246], [-0.090, 0.170, -7.149], [1.528, 0.038, -4.609], [1.689, 2.458, -4.660], [0.849, 2.984, -7.121], [0.053, 3.852, -5.792], [-1.685, 3.228, -7.160], [-1.084, 1.615, -7.515], [1.498, 1.664, 4.818], [2.649, 1.704, 3.418], [2.229, 0.143, 4.259], [1.609, -0.472, 0.778], [-1.548, -0.858, 0.739], [2.624, 0.855, 0.225], [2.808, -1.693, 1.184], [-2.380, 0.437, -0.221], [-3.007, -1.825, 1.023], [0.794, -1.046, -0.758], [-0.558, -1.747, -0.524], [2.534, 2.204, 0.604], [3.465, 2.925, -0.121], [4.146, 2.005, -0.983], [3.615, 0.743, -0.755], [3.685, -1.652, 2.284], [4.351, -2.865, 2.376], [3.844, -3.714, 1.325], [2.880, -2.982, 0.643], [-2.563, 1.756, 0.239], [-2.880, 2.571, -0.838], [-2.898, 1.749, -2.006], [-2.596, 0.455, -1.600], [-4.089, -2.111, 0.180], [-4.957, -2.974, 0.845], [-4.391, -3.241, 2.141], [-3.207, -2.527, 2.222], [1.502, -1.703, -1.259], [0.638, -0.170, -1.397], [-1.145, -1.869, -1.438], [-0.418, -2.767, -0.148], [1.867, 2.567, 1.382], [3.626, 3.988, -0.025], [4.937, 2.262, -1.672], [3.868, -0.228, -1.167], [3.753, -0.747, 2.872], [5.110, -3.125, 3.098], [4.154, -4.723, 1.115], [2.270, -3.256, -0.208], [-2.455, 1.995, 1.290], [-3.075, 3.638, -0.810], [-3.084, 2.070, -3.026], [-2.513, -0.456, -2.180], [-4.154, -1.658, -0.798], [-5.893, -3.376, 0.459], [-4.804, -3.884, 2.905], [-2.475, -2.418, 3.012], [-0.083, -1.465, 4.156], [-0.060, -0.912, 6.204], [-1.105, -0.032, 6.553], [-0.949, 0.810, 7.664], [0.206, 0.729, 8.461], [1.170, -0.249, 8.194], [1.037, -1.100, 7.085], [-1.964, 0.044, 5.889], [-1.723, 1.538, 7.887], [0.341, 1.426, 9.290], [2.043, -0.346, 8.847], [1.804, -1.833, 6.832]]}

***

{"formula": "C8H15N", "method": "ωB97M-V/def2-TZVPD", "relative_energy_kj_mol": 948.0, "e_lumo_ev": 1.072, "charge": 0, "multiplicity": 1, "homo_energy_ev": -8.72, "elements": ["C", "C", "C", "C", "C", "C", "C", "C", "H", "H", "H", "H", "H", "H", "H", "H", "H", "H", "H", "H", "H", "H", "H", "N"], "coordinates": [[-1.034, 1.633, 1.049], [0.099, 1.903, 0.026], [1.318, -0.311, 0.783], [1.781, -1.536, -0.067], [0.226, -1.560, -0.557], [-0.009, -1.312, 0.962], [0.102, -0.210, -1.313], [-1.228, 0.007, -1.125], [-1.309, 2.618, 1.496], [-0.592, 1.033, 1.826], [-1.803, 1.199, 0.422], [-0.354, 2.359, -0.989], [0.859, 2.850, 0.412], [1.696, 0.024, 1.643], [2.417, -2.376, 0.268], [2.288, -1.156, -0.761], [0.050, -2.446, -1.253], [-0.884, -0.950, 1.410], [0.210, -2.408, 1.317], [0.382, -0.331, -2.478], [-2.030, 1.150, -0.712], [-1.462, -0.520, 0.086], [-1.768, -0.364, -2.116], [1.043, 0.704, -0.330]]}

***

{"formula": "C21H32Cl3CoN4O2P", "method": "ωB97M-V/def2-TZVPD", "relative_energy_kj_mol": 0.0, "s2": 6.0388, "e_lumo_ev": [-2.364, -5.639], "charge": 1, "multiplicity": 5, "homo_energy_ev": [-10.50, -10.82], "elements": ["Co", "C", "N", "C", "C", "C", "C", "C", "C", "C", "C", "H", "H", "H", "H", "H", "H", "H", "H", "H", "H", "H", "H", "Cl", "C", "C", "C", "Cl", "C", "O", "C", "Cl", "C", "H", "H", "C", "N", "C", "P", "O", "N", "C", "C", "N", "C", "C", "H", "H", "H", "H", "H", "H", "H", "H", "H", "H", "H", "H", "H", "H", "H", "H", "H", "H"], "coordinates": [[-0.132, 0.794, 0.649], [1.856, 2.961, 0.663], [1.864, 1.487, 0.648], [2.715, 1.009, -0.444], [2.348, 0.988, 1.960], [1.278, 1.103, 3.028], [1.652, 1.301, 4.351], [0.679, 1.344, 5.338], [-0.658, 1.194, 4.990], [-1.011, 1.009, 3.660], [-0.061, 0.955, 2.635], [2.871, 3.344, 0.811], [1.225, 3.305, 1.481], [1.460, 3.340, -0.277], [3.742, 1.380, -0.343], [2.314, 1.360, -1.395], [2.727, -0.079, -0.451], [3.262, 1.525, 2.242], [2.629, -0.059, 1.820], [2.696, 1.425, 4.617], [0.960, 1.501, 6.371], [-1.419, 1.228, 5.759], [-2.065, 0.897, 3.424], [-6.160, 4.643, 0.858], [-4.651, 3.969, 0.467], [-4.431, 2.602, 0.726], [-3.222, 2.062, 0.419], [-2.907, 0.399, 0.641], [-2.146, 2.859, -0.158], [-1.019, 2.395, -0.415], [-2.459, 4.262, -0.428], [-1.223, 5.201, -1.122], [-3.675, 4.793, -0.114], [-5.222, 2.005, 1.157], [-3.894, 5.834, -0.299], [1.938, -3.143, 0.465], [0.966, -3.284, -0.614], [0.917, -4.607, -1.214], [0.206, -1.993, -1.259], [-0.103, -1.007, -0.167], [1.147, -1.322, -2.425], [0.698, -0.107, -3.096], [2.214, -2.034, -3.111], [-1.185, -2.486, -1.974], [-1.282, -2.941, -3.352], [-2.288, -2.924, -1.124], [1.775, -3.934, 1.198], [1.804, -2.189, 0.967], [2.964, -3.219, 0.090], [0.726, -5.353, -0.439], [1.857, -4.866, -1.712], [0.113, -4.670, -1.945], [0.057, 0.480, -2.438], [0.147, -0.322, -4.016], [1.565, 0.503, -3.357], [2.564, -2.873, -2.513], [3.057, -1.358, -3.270], [1.895, -2.410, -4.089], [-0.401, -2.648, -3.918], [-2.159, -2.497, -3.827], [-1.379, -4.029, -3.412], [-2.184, -2.503, -0.126], [-2.316, -4.015, -1.040], [-3.234, -2.587, -1.550]]}

***

{"formula": "C28H59N7PSTi", "method": "ωB97M-V/def2-TZVPD", "relative_energy_kj_mol": 66.0, "s2": 0.7549, "e_lumo_ev": [-4.395, -4.299], "charge": 2, "multiplicity": 2, "homo_energy_ev": [-12.73, -12.73], "elements": ["Ti", "C", "C", "N", "C", "C", "N", "C", "C", "C", "N", "C", "C", "N", "C", "H", "H", "H", "H", "H", "H", "H", "H", "H", "H", "H", "H", "H", "H", "H", "H", "H", "H", "H", "H", "H", "H", "H", "H", "C", "C", "C", "C", "N", "C", "S", "N", "C", "H", "H", "H", "H", "H", "H", "H", "H", "C", "C", "C", "C", "P", "N", "C", "C", "C", "C", "C", "C", "C", "C", "H", "H", "H", "H", "H", "H", "H", "H", "H", "H", "H", "H", "H", "H", "H", "H", "H", "H", "H", "H", "H", "H", "H", "H", "H", "H", "H"], "coordinates": [[0.542, -0.507, -0.338], [2.079, 0.140, -3.520], [1.609, -1.290, -3.303], [0.449, -1.409, -2.391], [-0.882, -1.224, -3.014], [-1.828, -0.389, -2.146], [-1.614, -0.641, -0.706], [-2.433, 0.230, 0.173], [-1.841, 1.624, 0.357], [-0.772, 1.758, 1.439], [0.537, 1.097, 1.183], [1.599, 2.038, 0.742], [1.319, 2.520, -0.663], [1.148, 1.367, -1.579], [2.397, 0.914, -2.245], [1.352, 0.708, -4.111], [2.979, 0.098, -4.135], [2.422, -1.865, -2.854], [1.384, -1.754, -4.268], [0.480, -2.343, -1.991], [-1.326, -2.199, -3.224], [-0.764, -0.725, -3.977], [-2.861, -0.599, -2.435], [-1.663, 0.676, -2.319], [-1.835, -1.612, -0.497], [-2.511, -0.270, 1.141], [-3.443, 0.310, -0.238], [-2.658, 2.285, 0.654], [-1.503, 2.019, -0.607], [-1.150, 1.337, 2.369], [-0.599, 2.822, 1.630], [0.868, 0.736, 2.093], [2.554, 1.504, 0.792], [1.686, 2.884, 1.429], [2.106, 3.193, -1.013], [0.387, 3.085, -0.674], [0.520, 1.653, -2.324], [2.979, 0.294, -1.549], [3.021, 1.780, -2.483], [0.782, 1.526, 8.756], [0.332, 1.283, 7.356], [-0.963, 1.094, 6.968], [-1.216, 0.873, 5.604], [-0.260, 0.834, 4.688], [1.026, 1.018, 5.059], [2.331, 1.001, 4.008], [1.278, 1.239, 6.394], [-2.618, 0.688, 5.115], [-0.070, 1.626, 9.422], [1.381, 2.436, 8.813], [1.399, 0.695, 9.101], [-1.764, 1.121, 7.691], [2.252, 1.377, 6.637], [-3.317, 0.525, 5.931], [-2.660, -0.156, 4.427], [-2.931, 1.581, 4.570], [0.681, -6.246, 0.585], [0.792, -4.839, -0.015], [1.951, -4.833, -1.025], [-0.505, -4.531, -0.803], [1.099, -3.474, 1.250], [0.818, -2.075, 0.529], [-0.116, -3.645, 2.670], [-1.514, -3.905, 2.093], [-0.201, -2.312, 3.435], [0.220, -4.776, 3.650], [2.873, -3.497, 1.862], [3.780, -2.815, 0.824], [2.973, -2.636, 3.129], [3.419, -4.897, 2.172], [0.597, -6.963, -0.235], [-0.208, -6.360, 1.202], [1.549, -6.525, 1.176], [1.702, -5.517, -1.838], [2.885, -5.177, -0.591], [2.115, -3.841, -1.453], [-1.352, -5.103, -0.432], [-0.371, -4.807, -1.852], [-0.776, -3.476, -0.758], [-1.816, -3.119, 1.396], [-2.226, -3.904, 2.920], [-1.599, -4.867, 1.597], [-0.260, -1.457, 2.762], [0.637, -2.154, 4.106], [-1.108, -2.333, 4.045], [0.220, -5.756, 3.176], [-0.548, -4.791, 4.427], [1.176, -4.633, 4.146], [3.421, -1.811, 0.590], [3.886, -3.377, -0.097], [4.774, -2.720, 1.264], [2.548, -1.642, 2.990], [4.031, -2.509, 3.365], [2.509, -3.105, 3.993], [3.542, -5.509, 1.280], [2.802, -5.444, 2.884], [4.407, -4.781, 2.620]]}

***

{"formula": "C40H38GeI2IrN4SSi", "method": "ωB97M-V/def2-TZVPD", "relative_energy_kj_mol": 100.3, "e_lumo_ev": 1.241, "charge": -1, "multiplicity": 1, "homo_energy_ev": -3.28, "elements": ["Ir", "N", "C", "C", "C", "C", "C", "C", "S", "N", "C", "C", "C", "C", "C", "C", "N", "H", "H", "H", "H", "H", "H", "H", "H", "H", "I", "I", "C", "Ge", "C", "C", "C", "C", "C", "C", "C", "C", "C", "C", "C", "C", "C", "C", "C", "C", "C", "C", "H", "H", "H", "H", "H", "H", "H", "H", "H", "H", "H", "H", "H", "H", "H", "C", "Si", "C", "C", "N", "C", "C", "C", "C", "C", "C", "H", "H", "H", "H", "H", "H", "H", "H", "H", "H", "H", "H", "H", "H"], "coordinates": [[0.233, 0.239, 1.114], [3.309, 2.679, 3.106], [3.886, 3.581, 2.176], [5.199, 4.001, 2.297], [5.721, 4.901, 1.376], [4.941, 5.356, 0.324], [3.631, 4.910, 0.193], [3.099, 4.037, 1.129], [1.415, 3.524, 1.056], [1.578, 1.966, 1.712], [2.406, 1.744, 2.647], [2.399, 0.372, 3.254], [3.194, -0.004, 4.315], [3.105, -1.305, 4.796], [2.226, -2.181, 4.195], [1.457, -1.729, 3.138], [1.548, -0.478, 2.684], [3.907, 2.407, 3.865], [5.807, 3.639, 3.119], [6.747, 5.232, 1.477], [5.348, 6.054, -0.396], [3.007, 5.260, -0.621], [3.874, 0.691, 4.787], [3.720, -1.619, 5.629], [2.116, -3.200, 4.539], [0.750, -2.363, 2.622], [-1.461, 0.940, 3.071], [-3.267, 3.800, 4.613], [-1.046, 0.414, 0.054], [-2.698, 0.019, -0.913], [-2.108, -0.529, -2.685], [-1.603, -1.823, -2.860], [-1.192, -2.259, -4.114], [-1.282, -1.411, -5.211], [-1.755, -0.116, -5.045], [-2.157, 0.324, -3.789], [-3.677, -1.443, -0.103], [-3.920, -1.449, 1.273], [-4.649, -2.480, 1.853], [-5.149, -3.511, 1.066], [-4.928, -3.503, -0.305], [-4.193, -2.475, -0.886], [-3.837, 1.579, -0.890], [-3.943, 2.299, 0.306], [-4.812, 3.376, 0.413], [-5.591, 3.741, -0.677], [-5.497, 3.036, -1.872], [-4.626, 1.957, -1.979], [-1.517, -2.498, -2.014], [-0.804, -3.265, -4.227], [-0.974, -1.755, -6.191], [-1.811, 0.555, -5.894], [-2.493, 1.347, -3.671], [-3.533, -0.654, 1.901], [-4.825, -2.472, 2.922], [-5.714, -4.317, 1.519], [-5.323, -4.299, -0.925], [-4.030, -2.484, -1.957], [-3.337, 2.045, 1.169], [-4.859, 3.921, 1.350], [-6.275, 4.577, -0.597], [-6.101, 3.326, -2.724], [-4.579, 1.407, -2.911], [3.488, -1.249, -2.367], [2.620, -0.329, -0.977], [2.091, 1.273, -1.782], [4.008, 0.027, 0.250], [1.293, -1.100, -0.175], [0.772, -2.383, -0.344], [-0.345, -2.852, 0.376], [-0.875, -4.122, 0.186], [-0.320, -5.009, -0.725], [0.798, -4.582, -1.433], [1.331, -3.316, -1.249], [4.238, -0.560, -2.774], [2.812, -1.529, -3.179], [4.013, -2.147, -2.027], [2.860, 2.048, -1.678], [1.169, 1.657, -1.345], [1.914, 1.113, -2.851], [4.982, -0.054, -0.246], [3.993, -0.679, 1.086], [3.942, 1.041, 0.654], [-0.819, -2.190, 1.085], [-1.746, -4.408, 0.767], [-0.738, -5.997, -0.877], [1.273, -5.247, -2.146], [2.190, -3.039, -1.835]]}